# 1
Entry from the Open Molecules 2025 dataset: a cluster of 7 separate species, C23H58NO13PS8 in total at a distorted geometry (the ωB97M-V functional and the def2-TZVPD basis).

Values from the calculation:
Max |F|, eV/A: 1.2
Total charge: 0
Kohn-Sham gap, eV: 8.542
2S+1: 1

Each line ends with the Löwdin charge.
Positions of all 104 atoms, in Å:
C: 2.8437 -4.9094 2.2464  -0.08
C: 2.4058 -5.3829 0.8736  -0.22
C: 2.2797 -4.2737 -0.1272  -0.19
O: 1.1213 -3.4624 0.1137  -0.03
C: 0.7012 -2.7778 -1.0112  -0.46
C: 1.8294 -1.9569 -1.6296  -0.10
C: 2.3143 -0.8648 -0.6645  -0.23
C: 3.8077 -0.6273 -0.8191  -0.56
S: 4.5073 0.3654 0.5210  0.72
O: -0.3015 -1.7994 -0.5375  -0.13
S: -1.1950 -1.3248 -1.7495  0.60
O: -2.5680 -1.5045 -1.4461  -0.21
O: -0.7661 -0.0608 -2.2205  -0.20
O: -0.6990 -2.4418 -2.7914  -0.18
C: -0.1753 -3.5572 -2.0006  -0.44
C: -1.4083 -4.3593 -1.4714  -0.12
C: -1.5956 -4.5451 0.0445  -0.09
C: -3.0981 -4.6633 0.2385  -0.52
N: -3.8230 -3.5483 0.6729  0.15
O: -3.6541 -5.6927 -0.0583  0.08
P: 0.6620 -4.6562 -3.2113  0.78
O: 1.7246 -4.0407 -4.0190  -0.38
H: 2.8698 -5.7292 2.9516  0.07
H: 3.8539 -4.5207 2.1717  0.08
H: 2.2049 -4.1206 2.6064  0.06
H: 3.1870 -6.0348 0.4902  0.12
H: 1.5059 -5.9881 0.9165  0.11
H: 2.2757 -4.6912 -1.1247  0.09
H: 3.1697 -3.6518 -0.0546  0.13
H: 1.4832 -1.4849 -2.5374  0.13
H: 2.6391 -2.6033 -1.9397  0.11
H: 1.7806 0.0434 -0.9123  0.11
H: 2.1098 -1.1211 0.3679  0.10
H: 4.3114 -1.5856 -0.7521  0.06
H: 4.0327 -0.1755 -1.7702  0.03
H: 3.4622 1.0564 0.9772  -0.15
H: -2.3086 -3.9128 -1.8606  0.12
H: -1.3696 -5.3515 -1.9147  0.10
H: -1.2216 -3.7103 0.6099  0.07
H: -1.1795 -5.4794 0.3946  0.12
H: -4.3032 -3.1102 -0.1004  0.09
H: -3.2504 -2.8425 1.1133  0.03
H: -0.4083 -5.1961 -3.9365  0.04
H: 1.0846 -5.7188 -2.3974  0.04
C: -0.4627 0.0821 3.0965  -0.25
S: -0.6329 -1.6973 3.0063  0.84
O: -1.7450 -1.9731 2.0614  -0.55
C: -1.2948 -1.9349 4.6574  -0.26
H: -0.0993 0.4306 2.1321  0.05
H: -1.4342 0.5263 3.3155  0.06
H: 0.2639 0.3284 3.8667  0.05
H: -2.2107 -1.3548 4.7671  0.06
H: -0.5498 -1.6263 5.3908  0.05
H: -1.5113 -2.9940 4.7769  0.05
C: -5.0487 0.0560 -2.7474  -0.28
S: -6.6042 0.9094 -2.4949  0.81
O: -7.5928 0.3253 -3.4420  -0.56
C: -6.0670 2.4710 -3.2017  -0.28
H: -5.1679 -0.9679 -2.4033  0.04
H: -4.7985 0.0633 -3.8083  0.06
H: -4.2666 0.5427 -2.1666  0.05
H: -5.7396 2.3146 -4.2292  0.06
H: -5.2516 2.8787 -2.6051  0.06
H: -6.9104 3.1569 -3.1834  0.04
C: 5.6199 2.5920 5.3801  -0.27
S: 4.6676 2.9184 3.8992  0.79
O: 3.9926 1.6381 3.5313  -0.59
C: 6.0693 3.0592 2.7872  -0.27
H: 4.9154 2.4571 6.1952  0.01
H: 6.2228 1.6967 5.2270  0.06
H: 6.2474 3.4515 5.6094  0.06
H: 6.6473 2.1361 2.8177  0.06
H: 6.6795 3.9112 3.0862  0.05
H: 5.6811 3.2153 1.7829  0.03
C: 5.0769 4.1529 -2.0334  -0.27
S: 4.2275 3.1421 -3.2503  0.82
O: 4.3991 1.7342 -2.8132  -0.56
C: 5.4001 3.4173 -4.5821  -0.27
H: 4.5219 4.0734 -1.1014  0.04
H: 6.0898 3.7760 -1.8944  0.06
H: 5.0900 5.1897 -2.3697  0.05
H: 6.3916 3.0969 -4.2633  0.06
H: 5.4021 4.4737 -4.8499  0.05
H: 5.0743 2.8237 -5.4329  0.05
C: -8.6013 2.7481 -5.7597  -0.28
S: -8.3614 3.6779 -7.2724  0.80
O: -7.4090 4.7741 -6.9541  -0.56
C: -10.0024 4.4093 -7.3118  -0.28
H: -7.6711 2.2412 -5.5256  0.02
H: -8.8664 3.4289 -4.9507  0.06
H: -9.3852 2.0054 -5.9027  0.06
H: -10.1677 4.9754 -6.3955  0.06
H: -10.7466 3.6204 -7.4179  0.05
H: -10.0465 5.0742 -8.1712  0.05
C: 1.7904 4.2848 9.0170  -0.27
S: 2.7804 3.4873 7.7504  0.79
O: 3.9371 4.3818 7.4839  -0.55
C: 1.6166 3.7405 6.4089  -0.26
H: 2.3676 4.2782 9.9384  0.05
H: 1.5808 5.3108 8.7165  0.06
H: 0.8652 3.7264 9.1577  0.05
H: 1.4235 4.8070 6.2953  0.06
H: 0.6947 3.2033 6.6273  0.05
H: 2.0669 3.3450 5.4997  0.03

Cartesian forces (eV/Å) of the 3 atoms listed first:
C 0.1 -0.1 -0.3
C 0.1 -0.2 0.2
C 0.3 0.2 0.2

# 2
Entry from the Open Molecules 2025 dataset: a cluster of 4 separate species, C23H59BNO16P4S in total at a distorted geometry (the ωB97M-V functional and the def2-TZVPD basis).

Values from the calculation:
Max |F|, eV/A: 5.7
Total charge: -1
Kohn-Sham gap, eV: 6.169
2S+1: 1

Each line ends with the Löwdin charge.
Positions of all 105 atoms, in Å:
C: -0.5482 1.0376 -2.5306  -0.11
C: 0.2842 -0.2383 -2.2975  -0.24
C: -0.1132 -0.8607 -0.9565  -0.23
N: 0.6458 -2.0917 -0.7128  0.01
C: 0.2333 -2.8126 0.4983  -0.58
P: 1.7593 -3.1038 1.5829  0.29
O: 1.7574 -1.8722 2.6508  -0.22
O: 3.0955 -2.8435 0.6761  -0.24
S: 1.8645 -4.7629 2.5440  0.28
C: -0.6848 -4.0198 0.2804  -0.23
O: -1.3022 -4.2766 1.4920  -0.11
B: -1.5659 -2.9315 2.0441  -0.59
O: -0.5671 -2.0197 1.3077  -0.13
H: -0.0390 1.9172 -2.1380  0.06
H: -0.8088 1.1677 -3.5815  0.06
H: -1.4965 0.9354 -1.9954  0.07
H: 1.3339 0.0503 -2.2165  0.07
H: 0.1364 -0.9513 -3.1112  0.11
H: 0.0707 -0.1251 -0.1742  0.12
H: -1.1884 -1.0728 -0.9965  0.12
H: 0.5525 -2.6941 -1.5236  0.11
H: 2.1675 -1.1051 2.2326  0.05
H: 3.1848 -1.8945 0.5281  0.03
H: -1.4534 -3.5740 -0.3911  0.12
H: -0.2840 -4.8848 -0.2570  0.12
H: -2.7325 -2.5106 1.9138  0.06
H: -1.3242 -2.7281 3.2394  0.06
O: -4.0798 -2.7681 -1.5395  -0.20
P: -5.4435 -2.4064 -1.1143  0.50
O: -5.9644 -3.8107 -0.4525  -0.22
C: -5.3237 -4.2820 0.7503  -0.25
C: -5.7137 -3.4474 1.9564  -0.09
O: -6.3378 -2.3677 -2.4611  -0.21
C: -5.7256 -2.2905 -3.7485  -0.28
C: -5.5891 -3.6668 -4.3661  -0.07
O: -6.3539 -1.4614 -0.2270  -0.20
C: -7.7551 -1.2253 -0.4284  -0.25
C: -8.6319 -2.4538 -0.3427  -0.08
H: -4.2386 -4.2831 0.6207  0.10
H: -5.6478 -5.3134 0.8915  0.11
H: -5.3153 -2.4374 1.8710  0.06
H: -5.3166 -3.8835 2.8730  0.08
H: -6.8007 -3.3740 2.0403  0.06
H: -4.7577 -1.7940 -3.6881  0.11
H: -6.3768 -1.6631 -4.3613  0.11
H: -5.1320 -4.3602 -3.6613  0.08
H: -4.9791 -3.6235 -5.2698  0.08
H: -6.5698 -4.0643 -4.6349  0.07
H: -7.9066 -0.6982 -1.3704  0.11
H: -8.0261 -0.5303 0.3669  0.12
H: -8.4550 -3.1366 -1.1706  0.07
H: -9.6757 -2.1336 -0.3747  0.08
H: -8.4557 -2.9994 0.5821  0.07
O: 0.1405 2.9137 2.6918  -0.20
P: 1.0136 3.2398 3.8143  0.39
O: 0.9676 2.2091 5.0167  -0.18
C: 1.3174 0.8181 4.8088  -0.23
C: 2.8037 0.6265 4.5872  -0.08
O: 0.4015 4.5128 4.5987  -0.21
C: -0.7627 5.1844 4.1213  -0.28
C: -2.0093 4.6727 4.8132  -0.07
O: 2.5101 3.7077 3.6835  -0.18
C: 3.1603 4.6546 4.5439  -0.25
C: 3.2087 4.2508 5.9996  -0.07
H: 0.7424 0.4156 3.9730  0.12
H: 0.9938 0.2973 5.7068  0.12
H: 3.1189 1.0681 3.6387  0.07
H: 3.0422 -0.4367 4.5623  0.08
H: 3.3894 1.1026 5.3747  0.07
H: -0.8485 5.0837 3.0397  0.11
H: -0.6157 6.2446 4.3406  0.11
H: -2.0460 3.5840 4.7871  0.08
H: -2.9050 5.0690 4.3329  0.08
H: -2.0194 4.9793 5.8608  0.07
H: 2.7030 5.6356 4.4173  0.11
H: 4.1753 4.7282 4.1526  0.12
H: 2.2179 4.2501 6.4500  0.07
H: 3.8324 4.9637 6.5416  0.08
H: 3.6313 3.2536 6.1156  0.07
O: 4.1445 -0.2444 -5.0043  -0.21
P: 4.4784 0.9028 -4.1644  0.39
O: 6.0323 1.2832 -4.2142  -0.18
C: 6.6376 1.6215 -5.4686  -0.27
C: 6.2161 2.9829 -5.9883  -0.08
O: 4.4042 0.4930 -2.6209  -0.20
C: 3.9356 -0.7922 -2.1893  -0.27
C: 5.0710 -1.7598 -1.9501  -0.07
O: 3.6993 2.2640 -4.1257  -0.18
C: 3.5339 3.0926 -2.9597  -0.24
C: 4.8253 3.5892 -2.3530  -0.07
H: 6.4104 0.8415 -6.1995  0.11
H: 7.7121 1.6057 -5.2902  0.12
H: 5.1611 2.9965 -6.2634  0.07
H: 6.8006 3.2406 -6.8725  0.08
H: 6.3678 3.7506 -5.2292  0.07
H: 3.2222 -1.1973 -2.9040  0.11
H: 3.3865 -0.6105 -1.2643  0.10
H: 5.7611 -1.7883 -2.7942  0.08
H: 4.6720 -2.7593 -1.7778  0.08
H: 5.6520 -1.4713 -1.0715  0.08
H: 2.9232 2.5675 -2.2265  0.11
H: 2.9441 3.9396 -3.3093  0.12
H: 5.4026 2.7773 -1.9142  0.07
H: 4.5885 4.3063 -1.5658  0.08
H: 5.4484 4.0798 -3.1007  0.07

Cartesian forces (eV/Å) of the 3 atoms listed first:
C -0.2 -0.5 0.0
C -0.1 0.5 0.6
C -0.2 -0.3 -0.7

# 3
Entry from the Open Molecules 2025 dataset: a cluster of 19 separate species, C23H59FNO22 in total at a distorted geometry (the ωB97M-V functional and the def2-TZVPD basis).

Values from the calculation:
Max |F|, eV/A: 3.8
Total charge: -1
Kohn-Sham gap, eV: 7.209
2S+1: 1

Each line ends with the Löwdin charge.
Positions of all 106 atoms, in Å:
C: 6.7380 -1.8763 0.6587  -0.08
C: 5.7214 -1.6920 -0.5616  -0.38
C: 6.4120 -2.0061 -1.9674  -0.09
C: 5.1106 -0.2275 -0.5161  -0.13
C: 3.6842 -0.3027 0.1697  -0.12
N: 2.5448 0.0878 -0.7110  0.04
C: 2.3006 -0.7028 -1.8802  -0.33
O: 3.0706 -1.3091 -2.5793  0.11
C: 0.7246 -0.6405 -2.0251  0.04
C: -0.2508 -1.1248 -3.0935  -0.10
F: 0.2607 -1.7941 -4.2607  -0.03
C: -1.6888 -0.9119 -2.8866  0.03
C: -2.2496 -0.2347 -1.6891  -0.07
C: -3.8120 -0.0340 -1.6352  -0.13
C: -4.5495 -0.5791 -0.3460  -0.16
C: -6.0576 -0.0273 -0.4217  -0.15
C: -7.1120 -1.1776 -0.4167  -0.20
C: -8.3091 -1.0236 0.4151  -0.03
C: -9.2987 -2.1609 0.3860  -0.08
C: -9.0440 -3.3715 -0.4128  -0.11
C: -7.8346 -3.5005 -1.2276  -0.08
C: -6.8936 -2.3874 -1.2259  -0.04
C: -1.2599 0.2237 -0.6400  0.02
C: -1.7221 0.9241 0.6738  -0.64
O: -1.3862 0.3482 1.7408  -0.05
O: -2.4237 2.0024 0.7141  -0.07
C: 0.1604 0.0194 -0.8404  0.00
C: 1.3756 0.4230 0.0428  -0.31
O: 1.2268 0.9408 1.1210  0.13
H: 6.3341 -2.5430 1.4636  0.07
H: 7.6679 -2.3428 0.2274  0.06
H: 6.9402 -0.8652 1.0934  0.06
H: 4.9194 -2.4719 -0.4324  0.12
H: 5.8484 -1.4921 -2.7836  0.06
H: 6.3858 -3.1218 -2.1399  0.08
H: 7.4839 -1.6630 -1.9092  0.06
H: 4.9456 0.1044 -1.5754  0.10
H: 5.7805 0.5418 -0.0394  0.08
H: 3.7000 0.4514 0.9990  0.09
H: 3.4379 -1.2991 0.6191  0.14
H: -2.3621 -1.2824 -3.7002  0.11
H: -4.2329 -0.6217 -2.5045  0.11
H: -4.0276 1.0548 -1.7808  0.09
H: -4.5185 -1.6988 -0.2968  0.10
H: -4.1448 -0.1938 0.6223  0.11
H: -6.1939 0.6404 -1.3201  0.12
H: -6.2273 0.6439 0.4703  0.11
H: -8.4782 -0.1053 1.0194  0.08
H: -10.2315 -2.0618 0.9814  0.07
H: -9.7714 -4.2215 -0.4100  0.08
H: -7.6018 -4.3887 -1.8540  0.09
H: -5.9474 -2.4156 -1.8128  0.07
O: 0.0503 3.1066 3.0657  -0.06
H: -0.6524 3.6785 2.7362  0.04
H: 0.0856 2.3903 2.4091  0.01
O: -5.0712 -3.9952 -3.2426  -0.06
H: -5.0989 -4.7747 -3.8112  0.01
H: -4.1503 -3.7106 -3.2797  0.04
O: 7.2680 1.9500 0.5928  -0.06
H: 7.5443 2.1358 1.4973  0.05
H: 7.7368 2.6095 0.0673  0.03
O: -2.1757 -2.7226 0.4555  -0.06
H: -2.1388 -2.1815 1.2567  0.03
H: -1.2531 -2.9247 0.2647  0.04
O: -2.3826 0.9749 4.7577  -0.06
H: -1.8104 0.6709 4.0355  0.03
H: -2.2215 1.9247 4.7930  0.02
O: 4.7156 0.3027 2.7802  -0.07
H: 3.8799 0.4047 3.2554  0.04
H: 5.3689 0.1728 3.4764  0.04
O: -2.6979 3.0874 7.0963  -0.06
H: -2.7204 2.3075 6.5276  0.00
H: -1.7853 3.3921 7.0386  0.04
O: -3.5228 3.3060 -1.9007  -0.06
H: -3.2547 3.5258 -0.9964  0.03
H: -3.0308 3.9265 -2.4515  -0.01
O: 10.1137 2.8482 0.6034  -0.06
H: 10.7909 3.4765 0.8863  0.03
H: 10.5984 2.2025 0.0736  0.04
O: -5.5235 -6.8344 -4.8836  -0.05
H: -5.7199 -7.5278 -4.2433  0.04
H: -5.9385 -7.1410 -5.6974  0.04
O: -10.8218 0.2239 1.6884  -0.06
H: -11.4281 0.8647 1.2993  0.04
H: -11.0794 0.2080 2.6177  0.05
O: -1.9345 5.7757 -3.2741  -0.05
H: -1.6674 6.0021 -2.3736  0.06
H: -1.4426 6.3942 -3.8269  0.06
O: -0.2412 -1.1068 6.2087  -0.06
H: -0.8670 -0.4769 5.8262  0.00
H: -0.4728 -1.1264 7.1432  0.03
O: 1.9417 0.7138 -5.3919  -0.06
H: 2.4357 1.1030 -4.6612  0.03
H: 1.6866 -0.1521 -5.0481  0.00
O: 3.1218 2.7311 3.3457  -0.06
H: 2.2371 2.9395 3.0170  0.00
H: 3.2550 3.3380 4.0810  0.03
O: 9.9649 -0.4347 0.4938  -0.07
H: 9.2570 0.1597 0.2075  0.01
H: 9.9668 -1.1328 -0.1706  0.03
O: 11.9468 3.0250 2.6484  -0.07
H: 12.1231 2.9974 3.5952  0.04
H: 11.3056 2.3156 2.5070  0.03
O: -0.0839 3.4741 -2.8744  -0.06
H: -0.6125 4.2833 -2.9078  -0.02
H: -0.7392 2.7657 -2.8354  0.03

Cartesian forces (eV/Å) of the 3 atoms listed first:
C -0.3 -0.1 -0.9
C 0.6 0.0 0.0
C -0.2 -0.1 1.1

# 4
Entry from the Open Molecules 2025 dataset: a cluster of 9 separate species, C23H59N5O9S4 in total at a distorted geometry (the ωB97M-V functional and the def2-TZVPD basis).

Values from the calculation:
Max |F|, eV/A: 3.5
Energy above the lowest of the compared OMol25 structures with the same formula, charge and spin, eV: 3.959
Total charge: 0
Kohn-Sham gap, eV: 8.305
2S+1: 1

Each line ends with the Löwdin charge.
Positions of all 100 atoms, in Å:
C: 12.4820 16.1357 7.8223  -0.35
O: 13.3358 15.9320 6.9553  -0.01
N: 11.8038 17.2617 8.0312  -0.17
C: 10.8415 17.3704 9.1665  -0.03
C: 11.9174 18.4387 7.2155  -0.06
H: 12.2379 15.4363 8.6368  0.12
H: 11.2484 17.8595 10.0515  0.09
H: 10.4450 16.4034 9.4762  0.08
H: 9.9995 17.9688 8.8186  0.08
H: 12.3981 18.2102 6.2643  0.09
H: 10.9446 18.9183 7.1073  0.08
H: 12.4503 19.2564 7.7007  0.08
C: 10.0318 12.3267 9.5940  -0.32
O: 10.6249 13.3800 9.4706  -0.01
N: 8.6720 12.1974 9.8067  -0.19
C: 8.0582 10.9054 10.0134  -0.05
C: 7.8333 13.3917 10.0015  -0.05
H: 10.5158 11.3489 9.4467  0.11
H: 7.4564 11.0370 10.9127  0.09
H: 8.7153 10.0371 10.0607  0.07
H: 7.4079 10.9416 9.1394  0.09
H: 6.9090 13.7520 9.5499  0.08
H: 7.5240 13.2285 11.0338  0.08
H: 8.3951 14.3216 9.9138  0.07
C: 11.9257 10.6305 14.6030  -0.33
O: 12.7494 10.0972 15.3467  -0.01
N: 11.5763 11.9272 14.8112  -0.17
C: 10.6390 12.5178 13.8043  -0.05
C: 12.2606 12.8956 15.6433  -0.04
H: 11.4858 10.2161 13.6827  0.11
H: 11.1688 13.1034 13.0530  0.07
H: 9.7944 13.0713 14.2147  0.08
H: 10.1715 11.7318 13.2112  0.07
H: 12.7456 12.2990 16.4160  0.10
H: 12.9455 13.4804 15.0293  0.09
H: 11.5879 13.5656 16.1787  0.06
C: 16.1196 20.4324 12.8301  -0.31
O: 15.2558 19.6748 13.2778  -0.01
N: 16.2244 20.8634 11.5301  -0.19
C: 17.1520 21.8816 11.0879  -0.07
C: 15.2698 20.3972 10.4895  -0.03
H: 16.9230 20.8225 13.4740  0.13
H: 16.5533 22.7639 10.8616  0.09
H: 17.6806 21.6157 10.1724  0.08
H: 17.9579 22.0628 11.7992  0.09
H: 14.8304 19.4396 10.7689  0.08
H: 14.4482 21.0985 10.3434  0.08
H: 15.8475 20.4228 9.5656  0.08
C: 13.2269 14.6318 11.4204  -0.34
O: 12.8303 15.4375 12.2524  -0.01
N: 14.3370 14.6540 10.6301  -0.16
C: 14.8048 13.5347 9.8452  -0.06
C: 15.1901 15.8586 10.6030  -0.03
H: 12.7087 13.6861 11.1985  0.11
H: 15.0746 12.7088 10.5035  0.08
H: 15.6115 13.9033 9.2117  0.08
H: 14.0672 13.2414 9.0982  0.09
H: 16.2654 15.7599 10.7518  0.07
H: 15.0120 16.3086 9.6264  0.08
H: 14.8514 16.6568 11.2635  0.07
C: 10.8238 16.3790 14.6121  -0.23
S: 10.0910 16.6255 16.3182  0.84
O: 10.8342 15.6449 17.2294  -0.58
C: 10.7132 18.3642 16.6027  -0.25
H: 11.8568 16.6827 14.7816  0.02
H: 10.3868 16.9460 13.7902  0.06
H: 10.9289 15.3047 14.4602  0.01
H: 10.9844 18.4264 17.6566  0.04
H: 10.0488 19.1386 16.2194  0.04
H: 11.6457 18.6095 16.0943  0.03
C: 13.5647 9.8263 10.9707  -0.23
S: 12.1078 8.6685 10.9288  0.87
O: 10.8957 9.5933 11.1218  -0.60
C: 12.1496 8.3374 9.1294  -0.27
H: 14.3777 9.1057 11.0593  0.05
H: 13.4815 10.3196 11.9391  0.04
H: 13.5410 10.5115 10.1233  0.05
H: 13.1151 7.9819 8.7696  0.05
H: 11.9249 9.2479 8.5738  0.05
H: 11.4145 7.5880 8.8362  0.05
C: 14.9813 16.6766 15.1419  -0.25
S: 14.4686 15.8568 16.6870  0.80
O: 15.4861 14.8946 17.2027  -0.56
C: 14.6738 17.3444 17.7335  -0.25
H: 14.3517 16.2711 14.3499  0.02
H: 16.0383 16.4559 14.9933  0.06
H: 14.7001 17.7287 15.0959  0.04
H: 13.8066 17.9600 17.4945  0.02
H: 15.5364 17.9497 17.4547  0.05
H: 14.6978 17.0894 18.7930  0.05
C: 19.8845 13.3656 8.4653  -0.24
S: 19.1901 13.3247 10.1999  0.84
O: 18.0042 14.2276 10.3196  -0.58
C: 18.5989 11.5498 10.3227  -0.23
H: 20.7269 12.6740 8.4517  0.05
H: 20.1488 14.3621 8.1114  0.05
H: 19.0325 13.0348 7.8713  0.04
H: 19.1340 10.9994 11.0965  0.04
H: 18.7676 11.0386 9.3750  0.03
H: 17.5345 11.3977 10.5016  0.04

Cartesian forces (eV/Å) of the 3 atoms listed first:
C 1.4 -0.6 0.0
O -1.0 0.3 0.7
N -1.4 0.9 1.1